66
Properties=species:S:1:pos:R:3:mulliken_charge:R:1 method="wB97M-V/def2-TZVPD" charge=+1 largest_force_ev_per_a=0.55 homo_ev="-11.122 / -11.247" s_squared=0.76 multiplicity=2 e_tot_ha=-3716.0726 gap_ev="7.486 / 7.444" de_lowest_ev=0.2706
Ti -1.43738 0.25652 0.38866 0.26
S -1.54175 1.85997 -1.49660 -0.23
S -4.46176 2.49509 -2.03342 -0.19
P 1.15114 0.78636 0.17459 1.76
F -2.41529 -1.00607 3.56772 -0.35
F -0.61096 -0.79892 2.14747 -0.24
F -2.58068 -1.23639 1.26291 -0.37
F -1.54814 -2.88078 2.55821 -0.29
O -3.45536 0.71374 -0.36303 0.44
O -2.59266 1.55884 2.21014 -0.44
N -1.29858 1.83987 1.77265 0.78
N -0.99085 -1.28706 -1.26689 -0.12
C -4.79129 0.45256 0.13600 -1.07
C 2.61032 4.49580 2.57025 -0.83
C -3.14306 -2.32664 -1.76111 -0.23
C 1.70817 1.10944 -1.52415 0.84
C -0.52370 2.53735 2.49861 -0.48
C 2.22640 0.06388 -2.28800 -0.61
C 2.34402 1.50875 -4.20408 -0.67
C 3.98011 -2.64604 1.39706 -0.68
C -3.52130 -4.65414 -1.28151 -0.54
C 3.34635 3.96352 1.52881 -0.94
C 0.85141 2.88552 2.12975 0.65
C 4.48227 -1.36342 1.21389 -0.90
C 1.36649 3.95916 2.86090 -1.04
C -1.83925 -2.46062 -1.30669 0.42
C 1.62151 2.30234 1.09792 0.79
C 1.51466 2.35767 -2.11449 -0.57
C 2.25749 -0.54968 0.73855 0.26
C 1.83742 2.55503 -3.44699 -0.85
C -3.26198 1.70731 -1.30887 0.17
C 2.62397 -2.88003 1.25184 -1.02
C -2.21541 -4.77731 -0.83281 -0.78
C -1.36673 -3.67972 -0.84707 -0.14
C 2.85472 2.88093 0.81161 -0.66
C -3.97860 -3.43180 -1.75026 -0.91
C 1.76702 -1.83753 0.92863 0.58
C 3.62979 -0.32573 0.88142 -0.16
C 2.53828 0.26442 -3.62399 -0.77
B -1.80039 -1.56898 2.50580 0.27
H -2.60188 1.44066 3.17538 0.36
H -1.85061 -5.72837 -0.47032 0.42
H 2.41561 -0.90466 -1.83987 0.33
H 2.22012 -3.87196 1.40336 0.50
H -0.01621 -1.57754 -1.24599 0.17
H 0.77639 4.39106 3.65814 0.41
H -4.18112 -5.50987 -1.27230 0.41
H 2.94373 -0.55142 -4.20662 0.47
H 0.70715 -2.04553 0.85641 -0.10
H -3.49767 -1.37107 -2.12631 0.49
H -1.09642 -0.74214 -2.12158 0.41
H 4.64885 -3.45510 1.65641 0.41
H 1.10878 3.18139 -1.54123 0.55
H -5.42420 0.14501 -0.69347 0.39
H 2.99014 5.32743 3.14606 0.43
H -0.90874 2.97174 3.42010 0.40
H 4.30969 4.37975 1.26864 0.46
H 4.04858 0.65864 0.73426 0.21
H -5.18243 1.36301 0.58460 0.34
H -4.99335 -3.33832 -2.11231 0.43
H 1.68626 3.52711 -3.89566 0.45
H 3.44728 2.48896 -0.00374 0.44
H 5.54015 -1.17025 1.32768 0.47
H -4.67647 -0.34205 0.86404 0.23
H -0.34304 -3.77368 -0.50433 0.39
H 2.59300 1.66404 -5.24478 0.42